No. 1
A structure of composition C15H22CuN6O3S2Se. Source: the OMol25 dataset; level of theory: the ωB97M-V functional and the def2-TZVPD basis.

```
50
Properties=species:S:1:pos:R:3:nbo_charge:R:1
Cu 0.353 -0.094 0.263 0.895
N 2.070 1.097 0.240 -0.921
C 2.792 0.772 1.481 -0.344
C 1.869 0.366 2.652 0.761
O 2.384 0.373 3.771 -0.719
O 0.688 0.009 2.346 -0.866
H 2.701 1.131 -0.552 0.368
H 1.656 2.031 0.294 0.416
H 3.438 1.581 1.826 0.195
H 3.428 -0.097 1.286 0.187
C 1.199 7.012 -1.070 -0.260
O 0.936 5.657 -0.733 -0.536
C -0.301 5.300 -0.290 0.028
S -1.524 6.445 -0.180 -0.333
S -0.421 3.626 -0.025 -0.366
H 2.226 7.014 -1.437 0.174
H 1.101 7.660 -0.198 0.187
H 0.512 7.371 -1.836 0.191
C 0.975 -2.830 1.329 -0.261
C 1.060 -4.373 1.229 -0.256
N 0.600 -4.838 -0.084 -0.420
C 1.432 -4.219 -1.118 -0.254
C 1.344 -2.672 -1.035 -0.256
N 0.449 -2.283 0.065 -0.493
C -0.882 -2.855 -0.186 -0.263
C -0.785 -4.400 -0.272 -0.253
H 1.951 -2.378 1.508 0.211
H 0.332 -2.485 2.137 0.237
H 0.443 -4.853 1.992 0.196
H 2.086 -4.722 1.372 0.195
H 1.093 -4.581 -2.091 0.193
H 2.460 -4.562 -0.978 0.195
H 0.949 -2.234 -1.953 0.211
H 2.319 -2.221 -0.844 0.203
H -1.260 -2.423 -1.113 0.216
H -1.537 -2.534 0.626 0.209
H -1.129 -4.761 -1.244 0.193
H -1.398 -4.880 0.494 0.196
Se -2.962 -0.148 -3.601 0.887
N -4.130 0.763 -2.613 -0.627
C -3.531 1.006 -1.472 0.153
C -4.108 1.747 -0.377 -0.196
C -3.345 1.922 0.712 -0.212
C -2.006 1.365 0.776 0.149
N -1.442 0.680 -0.171 -0.555
C -2.185 0.496 -1.328 0.260
N -1.696 -0.150 -2.356 -0.622
H -5.107 2.151 -0.469 0.225
H -3.691 2.490 1.564 0.233
H -1.406 1.528 1.664 0.247
```

Calculated values
**E**: -162653.2177 eV
**Gap between HOMO and LUMO**: 5.462 eV
**Charge**: -1

=====

No. 2
A structure of composition C26H36BCuN6O4S5. Source: the OMol25 dataset; level of theory: the ωB97M-V functional and the def2-TZVPD basis.

```
79
Properties=species:S:1:pos:R:3:lowdin_charge:R:1
Cu -2.875 1.591 0.795 0.120
C -3.823 -2.317 3.757 -0.031
N -2.815 -1.253 3.835 -0.117
C -1.760 -1.331 4.678 -0.055
C -1.070 -0.133 4.578 -0.047
N -1.744 0.654 3.651 -0.021
B -1.184 2.083 3.293 -0.491
N 0.160 1.804 2.577 -0.002
C 0.419 0.532 2.100 -0.085
C 1.658 0.485 1.542 0.003
N 2.172 1.828 1.734 -0.159
C 3.398 2.259 1.153 -0.098
C 1.187 2.587 2.253 -0.856
S 1.275 4.268 2.285 0.498
C -2.837 -0.075 3.219 -0.648
S -4.107 0.411 2.111 0.596
H -3.640 -2.896 4.653 0.081
H -3.541 -3.024 2.956 0.078
H -4.882 -1.944 3.688 0.085
H -1.591 -2.194 5.247 0.089
H -0.057 0.031 4.884 0.125
H -1.880 2.655 2.524 0.033
H -0.970 2.577 4.423 0.086
H -0.294 -0.296 2.139 0.101
H 2.254 -0.282 1.043 0.118
H 3.871 1.316 0.749 0.099
H 4.129 2.690 1.895 0.094
H 3.247 2.940 0.286 0.064
C -0.609 3.880 -4.098 -0.092
C -0.066 2.593 -3.570 -0.243
N -0.129 2.483 -2.108 -0.084
C 1.035 2.946 -1.385 -0.202
C 1.133 4.470 -1.396 -0.090
C -1.356 2.287 -1.557 -0.417
C -2.391 1.711 -2.499 0.003
N -1.642 2.550 -0.336 0.092
H -0.360 3.901 -5.191 0.092
H -0.033 4.705 -3.576 0.072
H -1.629 4.109 -4.019 0.044
H 1.046 2.616 -3.800 0.138
H -0.395 1.632 -4.052 0.117
H 1.946 2.636 -1.902 0.114
H 1.025 2.464 -0.390 0.106
H 1.399 4.911 -2.380 0.071
H 1.798 4.837 -0.629 0.040
H 0.202 4.836 -1.190 0.040
H -1.894 0.753 -2.756 0.090
H -2.511 2.238 -3.468 0.080
H -3.309 1.457 -1.947 0.075
H -0.946 3.072 0.141 0.043
O 0.602 -4.512 1.058 -0.480
S 0.083 -3.539 2.080 -0.064
O 0.378 -2.161 1.601 -0.512
O -1.368 -3.720 2.270 -0.503
S 0.861 -3.703 3.876 0.047
O 0.908 -0.796 -3.920 -0.555
S 0.982 -0.907 -2.394 0.992
C -0.433 -1.875 -1.835 -0.414
C -0.974 -1.495 -0.651 -0.105
C -2.102 -2.208 -0.210 -0.047
C -2.598 -3.288 -0.968 -0.077
C -1.900 -3.683 -2.046 -0.121
C -0.833 -2.987 -2.551 -0.072
C 2.260 -2.084 -1.968 -0.368
C 2.166 -2.948 -0.886 -0.086
C 3.177 -3.708 -0.452 -0.054
C 4.442 -3.702 -1.089 -0.065
C 4.567 -2.851 -2.199 -0.097
C 3.460 -2.055 -2.651 -0.099
H -0.579 -0.593 -0.202 0.084
H -2.649 -1.936 0.693 0.080
H -3.421 -3.897 -0.490 0.130
H -2.302 -4.497 -2.626 0.095
H -0.308 -3.214 -3.506 0.126
H 1.223 -3.017 -0.373 0.066
H 3.034 -4.287 0.408 0.092
H 5.211 -4.331 -0.725 0.077
H 5.504 -2.799 -2.785 0.088
H 3.598 -1.263 -3.399 0.097
```

Calculated values
**E**: -144171.8762 eV
**Relative energy (zero: lowest compared OMol25 entry of this formula, charge and spin)**: 4.7 kcal/mol
**Gap between HOMO and LUMO**: 4.889 eV
**Charge**: -2